1.
Below is a molecular structure, C23H43CdCl2N4O6Si, with properties calculated with ωB97M-V/def2-TZVPD.

XYZ file:
```
80
Properties=species:S:1:pos:R:3:forces:R:3:lowdin_charge:R:1
C -2.762 2.948 1.558 -0.2507 -0.3324 -0.3955 -0.13
N 2.396 -4.410 3.440 -0.6221 -0.8032 -0.2301 -0.18
H -1.271 -2.415 -3.662 0.0338 0.1851 0.0708 0.09
O -1.683 -1.736 1.683 0.5553 0.7179 2.1182 -0.25
H -3.988 0.353 -1.957 0.6290 -0.1831 -0.6402 0.09
H -1.857 1.757 3.778 0.3927 -0.2183 0.3222 0.07
H 1.850 -6.170 2.354 0.0364 0.3949 0.4152 0.08
C -3.334 -0.594 3.440 -0.7522 -0.0444 0.0163 -0.07
O 2.417 -0.320 2.333 -0.8376 -0.4471 1.2099 -0.25
H 4.122 -5.060 4.359 0.0741 0.3476 0.1335 0.08
O 0.959 1.150 -1.677 -2.2453 1.0574 0.6414 -0.33
H -2.046 -1.094 -4.594 0.0248 -0.2723 0.1710 0.09
H 2.365 -2.551 2.605 -0.4183 0.3056 0.2568 0.12
H 0.525 -1.973 -2.972 0.3858 -0.1958 0.3550 -0.04
H 2.248 4.328 -2.878 -0.9865 -0.6917 -0.3345 0.10
C 1.897 -5.778 3.393 -0.2145 -0.5810 0.0001 -0.06
H 2.193 -2.525 -2.971 -0.1305 0.6385 0.1562 0.04
H 0.895 -5.891 3.835 0.4637 0.1986 -0.0689 0.09
H 2.643 -6.389 3.940 -0.7231 0.1511 -0.1729 0.08
H -0.719 -0.682 -3.504 -0.4864 -0.4563 0.0556 0.09
H -1.820 3.759 -1.969 0.1746 0.2591 0.2734 0.10
C -2.787 1.833 0.708 1.1677 0.2324 -0.2591 -0.09
H -3.120 -1.323 -0.601 0.1842 -0.6047 -0.3203 0.13
Cl 1.242 -4.758 -0.532 -0.1723 -0.2731 0.1507 -0.37
H -1.675 4.703 2.208 0.1892 -0.6707 -0.2229 0.10
N 2.532 0.131 3.497 1.5540 1.2490 -0.2020 -0.34
C -1.122 -1.009 2.581 -0.8995 -0.3480 -0.8807 -0.30
H -2.205 0.698 5.186 0.5948 0.3404 -0.0984 0.08
C 3.822 -4.338 3.598 0.4517 0.2049 -0.3592 -0.06
O -1.969 -2.947 -1.300 -1.2058 1.8798 0.0650 -0.17
H 4.447 -0.983 -1.194 -0.9019 0.0774 0.1243 0.02
C 2.906 0.913 -2.886 2.3027 0.6869 -1.1898 -0.23
C 1.713 -3.382 2.917 -1.0534 0.3121 -0.3021 -0.31
N -2.554 -1.140 -2.580 -0.4471 0.7305 0.3858 -0.17
C -3.312 0.121 -2.814 0.1046 -0.0852 0.0099 -0.05
C 3.456 -1.078 -0.669 0.2362 0.3830 -0.0066 -0.22
C -0.550 3.510 0.749 -0.5310 0.6091 0.0318 -0.03
C 0.500 2.450 -1.248 1.5365 -1.0268 -0.0202 -0.26
O 1.768 -0.230 4.409 -0.7556 -0.7807 -0.6968 -0.21
H -0.507 0.770 4.554 0.1365 0.3068 -0.0033 0.07
H -3.927 -0.007 -3.751 0.5380 0.1053 0.9760 0.09
C -1.685 1.581 -0.129 -0.2791 -0.3167 -0.2242 -0.07
C -0.944 4.110 -2.510 -0.1883 -0.6419 -0.1339 -0.13
H 1.654 3.214 -4.165 -0.3075 -0.1145 1.0816 0.07
H 3.257 1.878 -2.406 -0.4193 -1.0591 -0.3499 0.05
N -1.899 -0.306 3.444 -0.7624 -1.0770 -0.7175 -0.16
C -1.561 0.829 4.298 -0.1052 -0.6162 -0.2221 -0.03
H -0.499 6.123 -3.049 -0.0035 -0.1831 -0.2502 0.08
C 0.216 3.466 -2.389 0.2819 -0.2766 -0.9443 -0.20
H -0.919 5.143 -4.479 -0.0048 -0.1268 0.4160 0.07
H 3.592 -0.575 0.314 -0.2957 -0.4189 -0.5008 -0.01
H 0.345 4.173 0.753 -0.8179 -0.5160 0.0101 0.13
H 1.359 2.984 -0.773 -0.1895 -0.5169 0.0921 0.15
H -3.555 -1.664 3.209 0.3944 0.9170 0.1094 0.09
C -1.654 3.794 1.584 0.5502 -0.0449 -0.3335 -0.09
H 2.160 1.181 -3.652 0.4576 -0.0637 0.1394 0.01
C -1.577 -1.371 -3.638 -0.2416 0.3254 -0.3087 -0.05
H 0.958 4.773 -4.031 0.2827 -0.8004 1.0597 0.05
C -0.612 2.461 -0.182 0.6511 0.5446 0.2113 -0.19
H 1.655 -1.155 -4.005 0.1245 -0.1465 -0.0802 0.02
H -3.626 1.150 0.651 -0.0718 0.0728 0.2876 0.08
C -1.125 5.291 -3.406 -0.5834 0.8819 -0.2514 -0.13
H 4.100 -3.326 3.864 0.1859 0.1075 0.1859 0.09
H -2.587 0.970 -2.987 -0.7633 -0.8406 0.3302 0.10
H -3.733 -0.350 4.456 0.2842 -0.2714 -0.8142 0.08
C -2.569 -1.839 -1.421 0.9980 -0.6586 -0.8013 -0.31
H -2.141 5.679 -3.354 -0.1901 -0.1096 0.0652 0.06
Cl 0.405 -0.923 0.028 0.5235 -0.0530 -0.6972 0.29
C 1.551 -1.623 -3.020 -0.2797 -0.0547 0.0988 -0.20
H -3.887 0.046 2.709 0.3931 -0.4562 0.4308 0.08
H -3.620 3.141 2.196 0.0736 0.0981 -0.0482 0.09
O 0.468 -3.352 2.762 1.6080 -0.6951 -0.1751 -0.13
H 3.313 -2.176 -0.506 -0.2643 0.8710 -0.0261 0.00
Si 2.025 -0.267 -1.756 0.6573 0.3900 0.5332 0.26
C 1.311 3.925 -3.378 0.9968 0.8665 -0.3645 -0.06
H 4.347 -4.606 2.676 0.0224 -0.0329 -0.0885 0.10
H -1.611 0.664 -0.736 -0.2258 0.6521 0.2269 0.06
Cd -0.381 -3.245 0.379 0.4036 0.6939 0.4836 1.10
H -0.013 -0.919 2.688 -0.7284 0.1064 -0.0660 0.08
H 3.795 0.480 -3.400 -0.2997 0.2055 0.1005 0.03
```
Positions in Å, forces in eV/Å.

The charge is -1. As for the spin multiplicity: 1. As for the relative energy (zero: lowest compared OMol25 entry of this formula, charge and spin): 50.08 kJ/mol. The LUMO energy comes out at 2.4 eV. Its strongest force on any atom is 2.7 eV Å⁻¹. For the total energy, the calculation gives -2950.28775 hartree.

***

2.
Below is a molecular structure, C23H43Cl3N3O4ScSi, with properties calculated with ωB97M-V/def2-TZVPD.

XYZ file:
```
78
Properties=species:S:1:pos:R:3:forces:R:3:lowdin_charge:R:1
H -1.578 -0.377 5.803 0.1667 -0.1642 0.1674 0.10
H -0.056 0.463 6.119 0.0092 -0.2785 0.0890 0.09
C 1.446 4.585 -3.647 0.0138 -0.1693 0.3141 -0.23
H -0.384 -4.720 -1.265 -0.1110 0.3425 -0.1819 0.10
C -0.416 3.479 1.488 0.5893 -1.0925 0.0587 -0.29
H 3.826 -3.180 -1.833 -0.0241 -0.0349 0.1765 0.09
H 0.653 5.081 4.019 0.0012 -0.1381 -0.0730 0.09
H -0.948 0.567 3.547 0.3234 -0.3256 0.1199 0.14
H 1.519 3.799 3.119 -0.0998 0.0917 -0.0976 0.09
H -0.825 -5.996 3.251 0.0385 0.2823 -0.2013 0.10
C -0.223 -0.268 3.460 0.6098 -0.3780 -0.8963 -0.25
C 0.989 4.746 3.032 -0.0075 0.1128 0.0104 -0.02
C -1.089 -3.203 0.576 -0.1733 0.3409 -0.6763 -0.17
Si -0.384 4.137 -3.748 0.0649 0.2986 -1.2977 0.12
C -0.669 -4.128 -2.143 -0.0937 0.3623 -0.0863 -0.12
N 2.807 -1.561 -1.001 0.2021 0.3388 0.7440 -0.16
H -0.581 -4.171 -4.325 0.1178 -0.2804 0.3415 0.06
H 2.054 3.798 -3.189 -0.0993 0.1933 -0.0438 0.00
O 2.199 0.225 0.321 0.5571 -0.9404 0.1255 -0.12
H -1.188 -1.065 -3.102 -0.1150 -0.1010 0.0203 0.08
C 2.393 -1.031 -2.294 -0.3839 -0.0869 -0.2158 -0.03
H -0.945 6.289 -4.994 0.0472 -0.3990 -0.0035 0.03
H 1.784 4.753 -4.684 -0.1195 -0.1616 0.3827 0.03
C -0.491 -0.511 5.857 -0.3937 0.4849 -0.1350 -0.04
C -2.244 -3.753 1.131 0.3154 -0.2959 0.0109 -0.03
H -1.894 4.914 -5.607 0.0659 0.0711 0.0515 0.02
H -1.914 5.508 1.470 0.0693 0.1220 0.0744 0.09
H -1.515 -2.505 -4.108 -0.0066 0.1605 0.2431 0.06
H 0.298 -3.046 4.185 0.1593 0.3686 0.0136 0.08
C -1.258 -2.241 -0.610 -0.3840 0.1809 0.0586 -0.40
C -1.193 -2.901 -1.994 0.6799 -0.9656 0.5082 -0.23
H -3.069 -5.194 2.493 0.3543 0.0292 -0.0424 0.10
H -1.099 -5.685 -3.553 0.1409 0.1498 -0.0511 0.07
C 3.182 -2.963 -0.976 0.0604 -0.0036 0.0403 -0.05
C -0.910 5.209 -5.228 -0.2115 0.0756 0.1487 -0.25
Cl 0.448 1.734 -1.606 -0.0325 0.5680 0.1203 0.11
Sc -0.007 0.555 0.415 0.0368 -1.5685 -1.1903 0.47
H 0.598 -5.225 -3.495 -0.2836 0.1718 -0.0063 0.07
C -1.590 4.465 -2.347 0.1692 0.1871 0.1552 -0.22
H 1.250 -4.906 2.385 -0.3295 0.0832 -0.1345 0.10
H 1.152 -2.380 5.601 0.0692 0.0608 -0.3846 0.09
H 1.432 -1.481 -2.585 0.1666 0.2174 0.1549 0.09
H -2.613 4.377 -2.739 0.2592 -0.0715 0.1034 0.04
H -2.754 -1.888 -3.015 0.1112 0.1071 -0.0139 0.09
Cl -0.553 2.189 -4.562 -0.1159 0.5814 0.0251 0.23
C -1.675 -2.047 -3.127 -0.0507 0.1457 -0.0059 -0.03
Cl -2.365 0.922 0.721 -0.1803 0.1243 0.2832 0.01
H 3.252 -1.410 0.990 -0.2314 0.1566 -0.1367 0.15
C 0.859 -2.177 4.563 0.0807 0.0251 -0.1373 -0.01
C -0.427 -4.819 -3.450 0.0045 -0.3575 -0.3197 -0.10
H -0.517 6.613 1.634 -0.1280 -0.1657 0.0746 0.10
H 1.753 -2.026 3.940 -0.3761 -0.0442 0.2088 0.10
O -0.357 -1.201 -0.583 0.9757 1.2703 0.9606 -0.32
O 0.322 -0.515 2.353 -0.7234 0.3021 1.3351 -0.09
C -0.893 -5.185 2.521 0.0505 -0.1233 0.0977 -0.11
H -0.189 5.065 -6.044 -0.1496 0.0157 0.1742 0.02
H -3.213 -3.409 0.768 0.2017 -0.1230 0.0972 0.12
C 0.170 -3.572 1.056 -0.0450 -0.4163 0.3004 -0.05
H -1.468 5.508 -1.989 0.0262 -0.4173 -0.1946 0.03
H 1.076 -3.092 0.672 -0.5075 -0.1247 0.0732 0.09
H 2.289 -3.604 -1.022 0.2148 0.1621 -0.0869 0.09
N 0.022 -0.969 4.573 0.1382 -0.0232 -0.3972 -0.16
C 2.748 -0.885 0.156 -0.5456 0.2272 -0.7197 -0.27
H -1.373 6.040 3.090 0.0077 -0.0611 -0.2249 0.09
C -2.152 -4.758 2.091 0.0321 0.1984 0.0018 -0.09
H -0.234 -1.247 6.620 -0.1948 0.2130 -0.1042 0.09
O 0.305 2.449 1.575 -0.7612 1.1298 0.0680 -0.15
H 1.664 5.518 2.645 -0.0700 -0.1874 -0.0461 0.10
H 3.718 -3.158 -0.043 -0.0231 -0.1723 -0.1717 0.09
C -1.046 5.762 2.081 0.0286 -0.1166 -0.1409 -0.03
H -1.319 3.476 0.852 0.2900 0.0551 0.2505 0.10
H -1.457 3.779 -1.505 -0.0757 0.0661 -0.2113 -0.03
H 2.281 0.056 -2.264 0.0203 -0.3198 0.1266 0.04
H -2.276 -1.823 -0.539 -0.1106 -0.0696 0.1916 0.12
H 1.611 5.527 -3.100 -0.0943 -0.2478 -0.0686 0.03
N -0.168 4.603 2.156 0.1312 -0.0052 0.1183 -0.17
H 3.148 -1.329 -3.034 -0.0805 0.1573 0.1959 0.09
C 0.269 -4.585 2.020 -0.2688 0.1993 -0.1185 -0.11
```
Positions in Å, forces in eV/Å.

As for the spin multiplicity: 1. As for the relative energy (zero: lowest compared OMol25 entry of this formula, charge and spin): 0.00 kJ/mol. The LUMO energy comes out at 0.1 eV. Its strongest force on any atom is 2.0 eV Å⁻¹. For the total energy, the calculation gives -3798.54302 hartree.

***

3.
Below is a molecular structure, C23H43GeN4O2PtSSi2, with properties calculated with ωB97M-V/def2-TZVPD.

XYZ file:
```
77
Properties=species:S:1:pos:R:3:forces:R:3:lowdin_charge:R:1
C -0.995 1.615 0.244 -0.2690 0.2096 0.3506 -0.43
C 0.197 -1.936 -5.172 0.0039 -0.0009 0.0175 -0.03
H 1.708 2.466 1.936 0.0159 -0.0309 -0.0107 0.01
O -0.170 0.067 -2.267 -0.0068 0.0307 0.0045 -0.31
H 2.067 3.526 -1.568 -0.0008 0.0041 -0.0008 0.05
C -0.191 -3.600 2.144 0.0300 -0.0189 -0.0421 -0.20
Ge -0.914 -3.340 0.343 -0.0014 0.0673 0.1726 0.77
C -0.257 -1.020 -4.270 0.0287 0.0026 0.0198 0.00
H -2.247 2.376 2.856 -0.0092 -0.0091 0.0018 0.11
H -0.371 -4.410 -1.918 0.0155 0.0192 -0.0114 0.02
H 0.182 5.506 -0.359 -0.0002 -0.0036 -0.0202 0.05
C 4.226 0.448 1.475 0.0932 0.0903 -0.0448 -0.61
C -0.873 1.228 1.678 0.2912 -0.1727 -0.1226 -0.39
H -3.222 -3.758 -0.681 -0.0059 0.0017 0.0014 0.02
O 3.085 0.599 1.045 -0.0602 -0.1776 0.0995 -0.05
H -3.095 4.111 0.639 -0.0097 -0.0416 0.0113 0.01
C -2.546 2.420 -2.296 -0.0245 0.0107 0.0018 -0.16
H -1.813 1.817 -2.833 -0.0042 -0.0135 0.0381 0.01
H 1.655 -3.493 -5.501 -0.0076 0.0007 -0.0045 0.12
H -0.457 -2.785 2.816 -0.0358 0.0219 -0.0053 0.00
C -1.030 1.044 4.042 -0.0366 0.0650 -0.0343 -0.02
H -1.474 1.340 4.984 -0.0142 0.0019 -0.0071 0.12
H 0.765 2.634 -2.376 0.0237 -0.0310 -0.0098 0.03
H -1.858 -1.051 0.750 0.0007 0.0300 -0.0335 0.01
H -2.855 -4.972 0.546 -0.0041 0.0024 -0.0023 0.03
H 3.035 -1.772 1.312 0.0020 -0.0222 0.0803 0.00
Si 0.233 3.112 -0.002 -0.1189 0.0033 0.0065 0.49
N 4.750 -0.759 1.827 -0.0300 0.0406 0.0321 0.02
Pt 0.233 0.014 -0.295 0.1715 -0.3439 -0.6760 1.14
H 4.715 2.415 1.375 0.0009 0.0047 0.0144 0.10
C 1.346 2.710 -1.456 -0.0359 0.0368 0.0243 -0.17
C -1.471 1.625 2.860 -0.0662 0.0249 0.0865 0.01
H -1.199 4.828 -1.210 -0.0193 -0.0165 0.0122 0.02
S 2.008 -1.470 -1.078 -0.1530 0.1022 0.3413 0.72
H 1.332 -0.998 2.731 0.0235 -0.0335 -0.0211 0.11
C -2.790 -3.910 0.309 0.0268 -0.0193 0.0214 -0.21
C 1.225 3.369 1.564 0.0013 -0.0095 -0.0499 -0.16
H -4.853 0.765 -0.804 -0.0063 0.0122 0.0301 0.04
H -0.277 -2.010 -6.139 0.0007 0.0026 -0.0016 0.12
H 5.996 1.435 1.997 0.0057 -0.0011 -0.0134 0.10
H 1.122 -4.161 -0.987 0.0304 -0.0033 0.0221 -0.02
H 1.932 1.793 -1.344 0.0459 -0.0084 0.0376 0.01
C 0.537 -0.273 2.818 0.1681 0.0232 0.1055 -0.10
H -4.001 -0.009 0.525 -0.0055 -0.0358 -0.0100 0.04
N 5.067 1.511 1.628 -0.0111 0.0185 0.0071 0.17
N 0.113 0.297 1.698 -0.2201 0.0809 -0.0228 -0.09
H -3.392 -3.362 1.035 0.0095 0.0109 0.0004 0.02
H 3.936 -2.513 2.654 -0.0082 0.0053 -0.0005 0.09
H -3.960 2.796 1.452 0.0022 -0.0057 0.0036 0.03
H -1.244 5.040 0.547 0.0304 0.0082 -0.0043 0.03
H 0.589 3.792 2.345 0.0284 -0.0320 0.0371 0.04
N 0.324 -0.913 -3.053 0.0604 -0.0102 0.0398 -0.16
C 0.075 -4.444 -0.923 -0.0833 0.0587 -0.0445 -0.22
C 1.272 -2.757 -4.807 -0.0022 -0.0073 -0.0185 -0.04
H 0.335 -0.362 4.944 0.0127 0.0013 -0.0075 0.12
H 0.895 -3.708 2.128 0.0043 0.0489 0.0009 0.02
C -3.875 0.400 -0.480 0.0195 0.0162 0.0394 -0.18
C -0.613 4.757 -0.297 0.0789 0.0135 -0.0260 -0.17
C -0.019 0.093 4.030 0.0606 -0.0431 -0.0514 -0.03
H 4.508 -2.673 0.980 0.0066 0.0055 0.0084 0.09
H -1.071 -0.331 -4.435 -0.0021 -0.0047 -0.0162 0.14
H -4.558 3.439 -0.062 0.0026 -0.0035 -0.0004 0.05
H 5.696 -0.795 2.163 0.0083 -0.0007 -0.0187 0.13
C 1.832 -2.634 -3.564 0.0092 0.0204 0.0477 -0.07
H -0.612 -4.516 2.559 0.0317 -0.0251 -0.0227 0.03
C 1.350 -1.686 -2.642 -0.0782 -0.0209 -0.1625 -0.63
H 0.009 -5.473 -0.562 -0.0005 0.0004 -0.0232 0.03
C -3.644 3.184 0.482 -0.0327 0.0226 -0.0435 -0.16
H 2.010 4.102 1.355 -0.0134 0.0128 -0.0090 0.04
H -1.780 -1.344 -0.976 0.0489 0.0437 -0.0598 0.00
C -1.210 -1.413 -0.051 -0.0563 -0.0649 -0.0385 -0.34
H -2.267 3.468 -2.396 0.0217 -0.0065 -0.0173 0.02
Si -2.725 1.882 -0.512 0.0194 0.0292 0.0100 0.48
H -3.598 -0.408 -1.154 0.0033 0.0060 -0.0112 0.02
H 2.655 -3.259 -3.251 0.0008 0.0025 0.0013 0.12
C 4.026 -2.003 1.693 -0.0110 0.0010 0.0044 -0.09
H -3.513 2.297 -2.790 0.0051 0.0027 -0.0135 0.04
```
Positions in Å, forces in eV/Å.

The charge is +1. As for the spin multiplicity: 1. As for the relative energy (zero: lowest compared OMol25 entry of this formula, charge and spin): 0.00 kJ/mol. The LUMO energy comes out at -3.1 eV. Its strongest force on any atom is 0.8 eV Å⁻¹. For the total energy, the calculation gives -4444.97292 hartree.

***

Number 1: HOMO-LUMO gap 6.052 eV. Number 2: HOMO-LUMO gap 8.174 eV. Number 3: HOMO-LUMO gap 7.816 eV.